[1]
Here is one molecule with the formula C5H10O in a non-equilibrium geometry from the OMol25 dataset. Energies are from ωB97M-V with the def2-TZVPD basis set.

```
16
Properties=species:S:1:pos:R:3
H -1.616 -1.880 0.956
C 2.111 0.221 0.185
H 3.067 -0.299 -0.030
H -1.864 1.593 -0.482
C 0.867 -0.612 -0.111
O 0.881 -1.774 -0.523
H -0.358 0.118 1.397
H 1.990 0.333 1.257
H -1.249 -1.670 -0.734
H -2.607 -0.588 -0.004
H -0.067 2.203 -0.062
C -1.537 -1.113 0.143
H 2.054 1.316 -0.441
C -0.457 -0.086 0.374
H -0.521 0.977 -1.505
C -0.696 1.263 -0.419
```

For the largest force on an atom, the calculation gives 3.7 eV/Å. As for the structure (SMILES): CC(=O)C(C)C. Its total energy is -271.69822 Eh. For the HOMO-LUMO gap, the calculation gives 10.51 eV. Its energy relative to the best compared isomer or geometry (same formula, charge and spin) is 142.8 kJ/mol. The value obtained for the HOMO energy is -9.599 eV.

***

[2]
Here is CH21MnO13 as an isolated structure in a non-equilibrium geometry from the OMol25 dataset. Energies are from ωB97M-V with the def2-TZVPD basis set.

```
36
Properties=species:S:1:pos:R:3
H -0.304 2.333 3.012
H 1.428 -0.561 2.133
H -0.386 -3.713 -0.574
H 1.892 2.376 1.525
H -0.558 2.730 -0.322
H 2.091 -1.842 0.857
H 2.554 -0.596 -0.971
C -0.048 0.031 -0.087
H 2.259 1.165 0.685
O -0.289 3.459 -0.888
O -0.818 -0.598 -0.856
O 1.009 -0.394 0.340
O -0.971 -3.355 -1.260
O -2.741 -1.915 -3.089
H 2.466 -0.108 3.144
H -0.330 4.235 -0.325
H -0.077 0.078 -2.514
O -3.212 1.482 1.543
O 1.718 -0.700 3.038
Mn -2.590 0.123 0.082
H 1.648 -3.298 0.895
H -0.051 2.226 1.516
O 2.623 1.972 1.049
H -0.781 -2.398 -1.171
O 3.383 -0.792 -1.413
H 3.128 -1.233 -2.225
H -3.172 -2.774 -3.117
O 0.289 2.639 2.324
O 2.427 -2.742 0.941
H -3.287 1.113 2.428
H -3.141 -1.466 -2.343
O -0.062 0.915 -2.984
H -1.878 -3.478 -0.951
H -0.428 1.550 -2.365
H -3.198 2.435 1.677
O -0.591 1.103 0.270
```

For the largest force on an atom, the calculation gives 7.4 eV/Å. As for the spin multiplicity: 6. Its total energy is -2179.44555 Eh. For the HOMO-LUMO gap (spin up / spin down), the calculation gives 5.12 / 4.57 eV. Its energy relative to the best compared isomer or geometry (same formula, charge and spin) is 613.0 kJ/mol. The value obtained for the HOMO energy (spin up / spin down) is -12.244 / -12.243 eV. As for the charge: +1.

***

- What is the energy relative to the best compared isomer or geometry (same formula, charge and spin) in the first record?
  142.8 kJ/mol